(1)
21
Properties=species:S:1:pos:R:3:lowdin_charge:R:1 method="wB97M-V/def2-TZVPD" homo_lumo_gap_ev=8.73 charge=0
C 1.75 -1.11 -0.27 -0.03
C -2.18 1.01 -0.11 -0.09
H -3.61 -0.90 -0.63 0.11
O 4.33 -0.54 -0.05 -0.02
C -2.75 -1.34 0.09 -0.06
H 2.27 -2.01 -0.48 0.11
C 0.44 -1.30 -0.03 0.02
H -3.03 -1.55 1.45 0.18
C 2.23 0.21 -0.17 -0.27
C 1.43 1.36 -0.01 0.05
C 3.56 0.46 0.09 -0.24
H -2.33 -2.51 -0.30 0.14
H 1.90 2.40 0.38 0.16
H 0.06 -2.36 0.11 0.12
H -3.27 1.22 -0.17 0.12
N -1.71 -0.32 0.00 -0.14
H 3.80 1.52 0.75 0.17
C 0.02 1.10 0.05 -0.13
C -0.47 -0.18 -0.12 -0.30
H -1.25 2.91 -0.41 0.07
C -1.19 1.92 -0.18 0.02


(2)
133
Properties=species:S:1:pos:R:3:lowdin_charge:R:1 method="wB97M-V/def2-TZVPD" homo_lumo_gap_ev=10.30 charge=0 smiles="CCOC(=O)C(F)(F)F.CCOC(=O)C(F)(F)F.CCOC(=O)C(F)(F)F.C[C@H]1COC(=O)O1.C[C@H]1COC(=O)O1.C[C@H]1COC(=O)O1.C[C@H]1COC(=O)O1.C[C@H]1COC(=O)O1.C[C@H]1COC(=O)O1.C[C@H]1COC(=O)O1"
H 8.44 -4.94 6.42 0.13
H 15.20 -4.63 9.59 0.14
C 5.87 -6.67 9.42 -0.32
F 13.19 -7.27 12.15 0.20
H 8.69 -3.83 8.47 0.05
H 11.38 -5.23 0.05 0.14
H 5.31 -1.98 13.32 0.10
H 6.41 -4.30 2.66 0.07
H 6.42 -1.80 9.69 0.14
H 7.53 -3.61 0.24 0.09
H 10.11 -4.76 8.12 0.08
F 16.04 -3.15 6.58 0.18
O 8.47 -5.97 0.86 0.12
C 14.13 -4.69 9.39 -0.23
O 15.23 -8.39 3.31 0.12
H 6.31 -7.42 8.77 0.15
C 3.66 -6.87 10.12 -0.45
F 15.00 -1.20 6.44 0.19
O 6.89 -5.91 4.86 0.05
H 10.99 1.49 2.14 0.15
O 2.55 -1.30 2.65 0.04
O 7.61 -7.56 6.35 0.12
H 13.15 -2.05 2.27 0.11
C 3.51 -2.11 3.04 -0.32
F 13.88 -2.98 6.35 0.16
H 7.61 -5.48 9.11 0.08
H 7.29 -3.16 5.68 0.13
C 10.64 -5.08 0.84 -0.10
O 4.44 -7.16 11.24 0.06
C 9.07 -4.04 6.36 -0.37
C 5.79 -7.14 10.87 -0.11
O 8.99 1.75 1.68 0.07
C 9.22 -4.97 0.24 -0.29
H 10.88 -4.20 1.43 0.10
C 14.07 -2.63 2.32 -0.19
F 11.13 -7.59 11.57 0.16
H 13.43 -6.14 6.21 0.12
C 9.52 -3.91 7.77 -0.01
O 3.37 -3.32 3.27 0.11
F 5.43 -1.31 4.30 0.14
O 13.05 -7.93 3.85 0.11
H 3.74 -6.47 4.88 0.14
C 12.40 -7.48 11.13 -0.53
H 13.34 -4.94 4.84 0.11
O 8.49 1.03 11.87 0.11
H 7.45 -2.98 12.09 0.15
C 4.89 -1.36 3.05 -0.51
C 15.05 -2.45 6.03 -0.57
C 13.99 -3.91 1.44 -0.03
F 12.68 -8.65 10.45 0.14
C 10.15 -3.27 4.52 -0.51
H 10.47 -7.78 4.83 0.09
C 14.36 -7.75 3.88 -0.53
C 8.00 -0.08 11.62 -0.55
O 9.13 -2.46 4.73 0.09
H 6.18 -4.60 9.87 0.08
C 0.35 -2.07 3.58 -0.05
O 10.48 -6.20 1.64 0.09
H 8.26 -2.12 6.61 0.14
C 6.96 -2.03 11.86 -0.33
F 5.76 -1.98 2.28 0.17
H 5.01 -3.03 11.87 0.08
H 4.64 -7.25 3.53 0.13
C 6.77 -7.08 5.59 -0.49
H 14.91 -2.04 1.97 0.12
H 10.13 -3.00 7.79 0.10
O 8.04 1.09 -0.33 0.15
H 13.69 -2.91 10.41 0.09
H 9.34 -5.26 -0.80 0.16
H 13.26 -4.60 1.87 0.05
H 5.28 -4.72 4.88 0.14
C 9.78 1.49 3.97 -0.01
C 9.25 -6.61 1.69 -0.57
H 10.80 -0.90 2.16 0.12
C 12.35 -6.82 4.47 -0.30
H 8.77 -3.22 1.48 0.07
C 8.60 -3.58 0.46 0.00
C 12.60 -6.37 10.07 -0.31
H 6.14 -6.11 2.25 0.09
O 10.21 -4.11 5.57 0.11
H 6.32 -5.07 8.09 0.08
H 10.48 0.94 4.59 0.08
O 5.51 -7.51 5.44 0.07
H 6.21 -8.14 10.90 0.14
O 7.87 -0.53 10.42 0.11
O 14.22 -2.90 3.70 -0.01
O 14.64 -6.62 4.62 0.04
O 13.64 -5.53 10.38 0.03
O 16.29 -1.99 3.97 0.13
O 10.96 -3.17 3.61 0.12
H 10.88 -6.49 6.02 0.07
C 10.03 1.11 2.51 -0.26
H 0.41 -1.20 4.24 0.08
O 7.52 -0.94 12.55 0.11
C 8.33 -2.89 5.84 -0.07
O 11.88 -6.39 9.08 0.12
H 1.21 -2.60 1.61 0.13
C 5.86 -5.22 2.83 -0.01
O 4.51 -6.66 9.11 0.08
H -0.70 -2.32 3.43 0.08
H 7.93 -2.52 9.94 0.10
H 0.72 -1.00 1.76 0.12
H 13.52 -3.67 0.49 0.07
O 2.43 -6.75 10.09 0.11
C 15.27 -2.49 4.45 -0.29
H 8.93 -2.80 -0.22 0.09
C 13.45 -5.99 5.13 -0.07
C 5.49 -2.12 12.26 0.00
C 9.84 -0.37 2.18 -0.13
H 11.96 -6.18 3.68 0.13
H 12.48 -3.26 9.19 0.07
H 6.35 -6.51 11.57 0.13
H 14.11 -2.60 8.76 0.06
C 4.72 -6.74 4.49 -0.03
O 9.17 -0.34 0.96 0.04
H 8.80 1.13 4.30 0.09
H 9.98 2.54 4.18 0.09
H 9.21 -0.92 2.87 0.11
C 13.55 -3.29 9.40 -0.04
H 11.56 -7.97 6.18 0.10
C 11.27 -7.29 5.38 -0.01
C 6.53 -5.31 9.13 0.00
H 0.76 -3.00 3.97 0.07
H 14.94 -4.43 1.27 0.09
F 4.80 -0.10 2.57 0.16
H 5.07 -1.35 11.61 0.09
C 1.22 -1.78 2.33 -0.18
C 5.69 -5.56 4.32 -0.37
H 4.86 -4.95 2.50 0.07
H 13.98 -5.21 8.45 0.11
C 7.26 -1.79 10.39 -0.11
O 8.88 -7.57 2.39 0.11
C 8.67 0.88 0.67 -0.53


(3)
7
Properties=species:S:1:pos:R:3:lowdin_charge:R:1 method="wB97M-V/def2-TZVPD" homo_lumo_gap_ev="6.79 / 8.91" charge=0
S 0.38 -1.09 -0.76 0.72
H -0.23 2.70 -1.45 -0.07
C -0.17 0.34 -1.23 -1.08
H 1.03 -1.87 1.38 0.04
O 0.28 -0.51 2.35 -0.09
S -0.45 1.75 -0.41 0.69
O 0.13 -1.65 1.67 -0.20


(4)
14
Properties=species:S:1:pos:R:3:lowdin_charge:R:1 method="wB97M-V/def2-TZVPD" homo_lumo_gap_ev="8.07 / 8.39" charge=0
O 0.87 1.11 -0.91 -0.17
C 0.67 -0.59 0.75 -0.15
H 0.00 -0.51 -1.91 0.10
C -1.57 -0.31 1.30 -0.04
C 1.60 0.34 0.05 -0.19
H -0.80 1.07 -2.04 0.09
H -2.26 0.33 1.83 0.08
H 2.08 1.05 0.73 0.12
H -1.84 -1.28 0.89 0.09
O -0.32 0.04 1.34 -0.10
H -1.02 0.17 -0.59 0.05
C -0.27 0.40 -1.37 -0.12
H 2.39 -0.25 -0.44 0.12
H 0.46 -1.59 0.37 0.12


(5)
71
Properties=species:S:1:pos:R:3:lowdin_charge:R:1 method="wB97M-V/def2-TZVPD" homo_lumo_gap_ev=8.74 charge=0 smiles="COC(=O)N(CCC(=O)Nc1ccccc1)c1ccncc1.NC(N)=O.NC(N)=O.NC(N)=O.NC(N)=O"
C 3.14 0.74 -3.68 -0.09
N 0.54 5.42 3.32 0.15
H -3.26 -3.92 10.13 0.09
H 1.26 -5.18 -5.49 0.10
H -1.01 1.53 3.52 0.10
O -1.17 -4.89 7.93 0.02
N -0.85 2.03 -0.79 0.02
N 1.02 3.49 -4.89 0.10
C 1.59 2.18 -4.68 -0.28
C 0.22 2.66 -1.59 -0.15
C -3.18 -0.41 -2.30 -0.17
H 3.09 2.88 -3.36 0.12
N -1.09 -2.97 5.70 0.15
H -0.82 4.45 -2.27 0.12
H 0.61 1.67 2.91 0.07
H -0.50 -2.10 -2.84 0.11
H 1.11 -1.01 -5.65 0.07
C -0.63 -0.20 -1.87 -0.01
C 1.52 -0.14 -5.15 -0.08
N -2.85 -4.07 9.23 0.15
H 0.19 -2.72 -8.51 0.10
H -1.22 -2.48 2.54 0.10
H -0.33 0.12 2.77 0.06
C -2.75 0.74 -1.68 0.00
H 0.49 6.42 3.31 0.09
C -1.15 -1.30 -2.51 -0.12
C 1.54 4.71 3.93 -0.67
H 3.24 4.99 5.00 0.10
C 0.66 -3.79 -6.85 -0.67
C 2.67 2.02 -3.85 -0.04
H 1.44 -5.71 -7.13 0.09
H 0.12 3.39 -5.35 0.12
H 0.80 3.29 -0.92 0.14
C -0.22 1.53 0.42 -0.52
H 2.48 6.47 4.56 0.09
H 3.97 0.60 -3.00 0.11
C 2.58 -0.34 -4.30 -0.10
N -1.30 -2.96 3.41 0.15
H -1.40 -3.92 5.75 0.07
H 0.17 1.26 -6.00 0.12
O 1.47 5.01 -3.20 0.11
C -0.96 -2.27 4.54 -0.66
H 0.87 1.91 -2.03 0.10
H -3.42 1.52 -1.36 0.12
H -1.43 -5.02 11.10 0.09
H 0.44 -0.17 -1.69 0.12
O 1.57 3.49 3.92 0.04
H 2.99 -1.32 -4.13 0.11
H 0.82 -4.29 -8.88 0.09
H -0.84 -2.51 6.55 0.10
O 0.33 -2.94 -6.04 0.01
H -1.62 -3.91 3.42 0.09
H -4.26 -0.50 -2.44 0.10
O 0.90 1.06 0.44 0.12
N 0.55 -3.60 -8.20 0.15
C 1.02 1.12 -5.34 -0.03
H -0.18 4.89 2.86 0.10
N 1.17 -5.00 -6.48 0.15
N -1.05 -5.15 10.18 0.15
O -0.57 -1.11 4.51 0.02
H -3.32 -3.74 8.41 0.10
O -0.98 1.67 1.50 0.01
N 2.49 5.47 4.54 0.15
C -1.66 -4.72 9.04 -0.67
C -0.35 3.56 -2.69 -0.07
H -1.11 3.04 -3.30 0.12
H -0.17 -5.63 10.08 0.10
C -1.39 0.86 -1.45 -0.23
N -2.45 -1.42 -2.73 0.07
C 0.78 4.09 -3.58 -0.42
C -0.36 1.20 2.72 -0.04


Repeat the fifth record exactly.
71
Properties=species:S:1:pos:R:3:lowdin_charge:R:1 method="wB97M-V/def2-TZVPD" homo_lumo_gap_ev=8.74 charge=0 smiles="COC(=O)N(CCC(=O)Nc1ccccc1)c1ccncc1.NC(N)=O.NC(N)=O.NC(N)=O.NC(N)=O"
C 3.14 0.74 -3.68 -0.09
N 0.54 5.42 3.32 0.15
H -3.26 -3.92 10.13 0.09
H 1.26 -5.18 -5.49 0.10
H -1.01 1.53 3.52 0.10
O -1.17 -4.89 7.93 0.02
N -0.85 2.03 -0.79 0.02
N 1.02 3.49 -4.89 0.10
C 1.59 2.18 -4.68 -0.28
C 0.22 2.66 -1.59 -0.15
C -3.18 -0.41 -2.30 -0.17
H 3.09 2.88 -3.36 0.12
N -1.09 -2.97 5.70 0.15
H -0.82 4.45 -2.27 0.12
H 0.61 1.67 2.91 0.07
H -0.50 -2.10 -2.84 0.11
H 1.11 -1.01 -5.65 0.07
C -0.63 -0.20 -1.87 -0.01
C 1.52 -0.14 -5.15 -0.08
N -2.85 -4.07 9.23 0.15
H 0.19 -2.72 -8.51 0.10
H -1.22 -2.48 2.54 0.10
H -0.33 0.12 2.77 0.06
C -2.75 0.74 -1.68 0.00
H 0.49 6.42 3.31 0.09
C -1.15 -1.30 -2.51 -0.12
C 1.54 4.71 3.93 -0.67
H 3.24 4.99 5.00 0.10
C 0.66 -3.79 -6.85 -0.67
C 2.67 2.02 -3.85 -0.04
H 1.44 -5.71 -7.13 0.09
H 0.12 3.39 -5.35 0.12
H 0.80 3.29 -0.92 0.14
C -0.22 1.53 0.42 -0.52
H 2.48 6.47 4.56 0.09
H 3.97 0.60 -3.00 0.11
C 2.58 -0.34 -4.30 -0.10
N -1.30 -2.96 3.41 0.15
H -1.40 -3.92 5.75 0.07
H 0.17 1.26 -6.00 0.12
O 1.47 5.01 -3.20 0.11
C -0.96 -2.27 4.54 -0.66
H 0.87 1.91 -2.03 0.10
H -3.42 1.52 -1.36 0.12
H -1.43 -5.02 11.10 0.09
H 0.44 -0.17 -1.69 0.12
O 1.57 3.49 3.92 0.04
H 2.99 -1.32 -4.13 0.11
H 0.82 -4.29 -8.88 0.09
H -0.84 -2.51 6.55 0.10
O 0.33 -2.94 -6.04 0.01
H -1.62 -3.91 3.42 0.09
H -4.26 -0.50 -2.44 0.10
O 0.90 1.06 0.44 0.12
N 0.55 -3.60 -8.20 0.15
C 1.02 1.12 -5.34 -0.03
H -0.18 4.89 2.86 0.10
N 1.17 -5.00 -6.48 0.15
N -1.05 -5.15 10.18 0.15
O -0.57 -1.11 4.51 0.02
H -3.32 -3.74 8.41 0.10
O -0.98 1.67 1.50 0.01
N 2.49 5.47 4.54 0.15
C -1.66 -4.72 9.04 -0.67
C -0.35 3.56 -2.69 -0.07
H -1.11 3.04 -3.30 0.12
H -0.17 -5.63 10.08 0.10
C -1.39 0.86 -1.45 -0.23
N -2.45 -1.42 -2.73 0.07
C 0.78 4.09 -3.58 -0.42
C -0.36 1.20 2.72 -0.04